# 1
This record from the OMol25 dataset describes a structure of composition C37H38FNO4PdSb. The level of theory is the ωB97M-V functional and the def2-TZVPD basis.

Calculated values
Kohn-Sham gap (alpha / beta) ... 6.50 / 6.50 eV
Lowest unoccupied orbital energy (alpha / beta) ... -4.2 / -4.2 eV
DFT total energy ... -2256.22817 a.u.
E_HOMO (alpha / beta) ... -0.3934 / -0.3934 Ha

ORCA input file:
```
! RIJCOSX wB97M-V def2-TZVPD def2/J DEFGRID3
* xyz 1 1
Pd -0.253 0.598 0.163
C 5.763 -2.074 3.931
C 5.806 -0.644 3.406
C 7.186 -0.210 2.933
C 7.625 -1.036 1.732
C 6.561 -1.038 0.665
C 6.886 -1.296 -0.647
C 5.909 -1.281 -1.638
F 6.280 -1.542 -2.900
C 4.605 -0.997 -1.358
C 4.247 -0.729 -0.032
C 2.855 -0.411 0.270
O 1.972 -0.338 -0.609
C 2.575 -0.164 1.655
C 3.564 -0.187 2.585
N 4.842 -0.482 2.296
C 5.215 -0.756 0.985
C 1.159 0.211 1.948
O 0.885 1.414 2.125
O 0.230 -0.669 1.759
H 6.485 -2.197 4.738
H 5.997 -2.792 3.144
H 4.772 -2.312 4.318
H 5.473 0.037 4.189
H 7.893 -0.320 3.755
H 7.154 0.848 2.665
H 7.838 -2.063 2.039
H 8.552 -0.640 1.318
H 7.912 -1.506 -0.926
H 3.849 -0.979 -2.131
H 3.356 0.024 3.627
C -3.219 2.057 1.938
C -3.854 0.696 2.058
C -4.597 0.373 3.189
C -5.185 -0.875 3.335
C -5.043 -1.832 2.342
C -4.313 -1.527 1.203
C -3.723 -0.276 1.060
Sb -2.638 0.150 -0.708
C -2.907 -1.641 -1.797
C -3.892 -1.663 -2.781
C -4.150 -2.833 -3.481
C -3.416 -3.972 -3.192
C -2.432 -3.942 -2.214
C -2.150 -2.781 -1.500
C -1.076 -2.778 -0.445
C -3.989 1.498 -1.658
C -5.288 1.445 -1.156
C -6.293 2.215 -1.723
C -6.000 3.035 -2.799
C -4.711 3.077 -3.308
C -3.687 2.315 -2.752
C -2.310 2.395 -3.353
H -3.479 2.682 2.790
H -3.547 2.575 1.033
H -2.129 1.972 1.907
H -4.710 1.114 3.971
H -5.756 -1.099 4.227
H -5.499 -2.807 2.448
H -4.210 -2.271 0.420
H -4.467 -0.770 -2.998
H -4.919 -2.851 -4.242
H -3.609 -4.892 -3.729
H -1.866 -4.840 -1.996
H -0.666 -3.777 -0.311
H -1.458 -2.447 0.524
H -0.249 -2.117 -0.717
H -5.521 0.805 -0.314
H -7.298 2.168 -1.324
H -6.776 3.638 -3.251
H -4.491 3.710 -4.159
H -2.337 2.875 -4.330
H -1.880 1.397 -3.491
H -1.665 2.992 -2.710
C 1.001 4.253 -1.608
C 1.143 2.949 -0.865
O -0.024 2.100 -1.160
H 1.850 4.893 -1.362
H 0.086 4.768 -1.319
H 1.003 4.099 -2.689
H 1.126 3.071 0.216
H 2.035 2.390 -1.146
H -0.009 1.815 -2.080
*
```



# 2
This record from the OMol25 dataset describes a structure of composition C16H33NO4P2SSn in a non-equilibrium geometry. The level of theory is the ωB97M-V functional and the def2-TZVPD basis.

Calculated values
Kohn-Sham gap ... 5.94 eV
Lowest unoccupied orbital energy ... -0.3 eV
DFT total energy ... -2280.22425 a.u.
E_HOMO ... -0.2283 Ha

ORCA input file:
```
! RIJCOSX wB97M-V def2-TZVPD def2/J DEFGRID3
* xyz 0 1
Sn -0.443 0.267 0.332
P -1.486 0.672 2.498
P 1.177 -1.016 -2.323
N -1.969 -0.033 -0.926
H 0.184 1.915 0.277
C -1.269 2.421 2.845
H -1.792 2.600 3.790
H -1.715 3.038 2.055
H -0.213 2.702 2.948
C -0.838 -0.317 3.823
H -1.313 0.053 4.739
H 0.251 -0.252 3.914
H -1.101 -1.368 3.664
C -3.226 0.342 2.294
H -3.695 0.593 3.249
H -3.396 -0.714 2.058
H -3.658 0.946 1.491
C 1.767 0.277 -3.426
H 1.978 -0.163 -4.403
H 2.631 0.835 -3.060
H 0.905 0.948 -3.529
C 1.991 -2.529 -1.811
H 2.444 -2.884 -2.738
H 1.245 -3.269 -1.470
H 2.772 -2.435 -1.037
C -0.368 -1.583 -3.046
H 0.020 -2.002 -3.975
H -1.086 -0.791 -3.292
H -0.879 -2.386 -2.494
C -3.188 0.054 -1.339
C -5.084 1.219 -2.425
C -3.826 1.251 -1.864
C -4.021 -1.132 -1.398
C -5.275 -1.121 -1.971
C -5.842 0.044 -2.501
H -5.518 2.127 -2.831
H -3.263 2.181 -1.824
H -3.605 -2.051 -0.990
H -5.848 -2.038 -2.019
H -6.838 0.033 -2.954
C 2.306 -0.303 2.017
O 1.272 -0.888 1.584
C 2.312 1.168 2.241
H 3.338 1.532 2.328
H 1.754 1.385 3.179
H 1.834 1.687 1.390
C 3.532 -1.076 2.411
H 4.446 -0.647 2.023
H 3.489 -2.106 2.068
H 3.661 -1.012 3.502
C 5.180 1.171 0.168
S 4.162 -0.097 -0.734
O 4.551 0.265 -2.102
O 4.483 -1.470 -0.318
O 0.979 -0.303 -1.001
H 6.178 1.171 -0.290
H 5.214 0.950 1.176
H 4.696 2.139 0.027
*
```



# 3
This record from the OMol25 dataset describes a structure of composition C30H33BrN7O4S2Sn. The level of theory is the ωB97M-V functional and the def2-TZVPD basis.

Calculated values
Kohn-Sham gap ... 8.07 eV
Lowest unoccupied orbital energy ... -2.0 eV
DFT total energy ... -5431.88425 a.u.
E_HOMO ... -0.3697 Ha

ORCA input file:
```
! RIJCOSX wB97M-V def2-TZVPD def2/J DEFGRID3
* xyz 1 1
Sn 0.166 0.204 0.201
N -1.427 3.548 2.954
C -2.702 3.096 2.689
C -3.960 3.539 3.081
C -5.039 2.800 2.641
C -4.877 1.664 1.835
C -3.630 1.237 1.430
C -2.529 1.974 1.864
N -1.181 1.789 1.629
C -0.556 2.736 2.300
C 0.892 2.874 2.346
C 1.644 3.510 3.290
S 3.308 3.308 2.954
C 2.898 2.388 1.565
N 1.628 2.251 1.376
H -1.184 4.332 3.535
H -4.086 4.419 3.697
H -6.038 3.098 2.928
H -5.758 1.116 1.527
H -3.491 0.357 0.818
H 1.326 4.053 4.165
H 3.638 1.964 0.900
C -0.846 -3.125 3.483
N -0.199 -3.553 2.259
C 0.772 -4.525 2.144
C 1.099 -4.620 0.845
N 0.326 -3.698 0.156
C -0.450 -3.015 1.051
S -1.615 -1.817 0.784
C 0.386 -3.510 -1.242
C 0.591 -4.610 -2.069
C 0.644 -4.400 -3.435
C 0.467 -3.115 -3.928
C 0.259 -2.093 -3.020
N 0.229 -2.283 -1.705
H -0.611 -3.831 4.275
H -1.922 -3.087 3.329
H -0.503 -2.127 3.755
H 1.162 -5.052 2.996
H 1.848 -5.218 0.359
H 0.683 -5.602 -1.650
H 0.814 -5.229 -4.108
H 0.489 -2.915 -4.990
H 0.113 -1.067 -3.343
O -4.878 1.940 -4.387
C -3.964 1.564 -3.484
C -3.837 0.257 -3.012
C -2.839 -0.025 -2.103
N -1.992 0.895 -1.634
C -2.147 2.131 -2.073
Br -0.948 3.414 -1.370
C -3.091 2.534 -2.994
H -5.423 1.198 -4.670
H -4.506 -0.522 -3.355
H -2.694 -1.029 -1.719
H -3.154 3.555 -3.338
C 4.373 -1.043 -1.206
C 3.757 -0.245 -2.335
O 2.907 0.774 -1.817
C 2.596 1.798 -2.749
C 2.681 3.152 -2.072
H 4.896 -1.907 -1.618
H 3.597 -1.378 -0.525
H 5.084 -0.433 -0.647
H 3.183 -0.908 -2.995
H 4.548 0.223 -2.933
H 1.587 1.638 -3.152
H 3.295 1.769 -3.592
H 2.012 3.182 -1.213
H 2.391 3.933 -2.775
H 3.698 3.350 -1.734
C 2.736 -1.257 3.306
C 1.744 -0.862 2.232
O 0.740 -0.162 2.519
O 1.944 -1.255 1.047
H 3.092 -0.365 3.821
H 3.576 -1.784 2.862
H 2.254 -1.896 4.047
*
```